Entry 1:
The molecule C4H4N2O. Source: OMol25; level of theory: wB97M-V/def2-TZVPD.

Each atom is followed by the atoms it is bonded to, with distances in Å.
Element x y z (Å)
1 N 0.854 1.871 -0.573  C2 1.161
2 C -0.011 1.487 0.099  N1 1.161, C3 1.436
3 C -1.174 0.710 0.422  C2 1.436, C4 1.342, H8 1.079
4 C -1.081 -0.562 0.002  C3 1.342, N5 1.400, H9 1.087
5 N 0.182 -1.034 -0.374  C4 1.400, C6 1.399, H10 1.011
6 C 1.310 -0.416 0.177  N5 1.399, O7 1.211, H11 1.098
7 O 1.313 0.080 1.282  C6 1.211
8 H -2.066 1.193 0.788  C3 1.079
9 H -1.921 -1.247 -0.082  C4 1.087
10 H 0.278 -1.494 -1.269  N5 1.011
11 H 2.200 -0.435 -0.465  C6 1.098

- structure (SMILES) = N#C/C=C\NC=O
- HOMO (Eh) = -0.353
- M (Da) = 96.1
- lowest unoccupied orbital energy (Ha) = 0.01330
- total charge = 0
- relative energy (zero: lowest compared OMol25 entry of this formula, charge and spin) (kcal per mole) = 47.1

The net atomic charges from Löwdin, expressed in e, are:
1 N 0.190
2 C -0.244
3 C -0.054
4 C -0.100
5 N 0.051
6 C -0.366
7 O 0.017
8 H 0.106
9 H 0.122
10 H 0.142
11 H 0.137



Entry 2:
A cluster of 29 separate species, C2H62O30 in total. Source: OMol25; level of theory: wB97M-V/def2-TZVPD.

Each atom is followed by the atoms it is bonded to, with distances in Å.
Element x y z (Å)
1 O -0.859 2.104 4.752  H3 0.938, H4 0.931
2 H -1.459 0.609 4.050  O12 1.082
3 H -0.626 2.530 5.555  O1 0.938
4 H -0.644 2.708 4.076  O1 0.931
5 O 0.671 -1.140 1.480  H6 0.990, H8 0.995
6 H -0.003 -0.451 1.248  O5 0.990
7 H -2.483 -0.319 -0.428  O9 0.986
8 H 1.371 -1.121 0.774  O5 0.995
9 O -2.236 -0.042 0.486  H7 0.986, C10 1.438
10 C -3.200 -0.454 1.471  O9 1.438, C11 1.523, H13 1.097, H14 1.097
11 C -2.934 0.294 2.770  C10 1.523, O12 1.398, H15 1.033, H16 1.140
12 O -1.706 -0.123 3.294  H2 1.082, C11 1.398
13 H -2.973 -1.500 1.709  C10 1.097
14 H -4.234 -0.283 1.145  C10 1.097
15 H -3.701 0.247 3.461  C11 1.033
16 H -2.923 1.415 2.563  C11 1.140
17 O 1.395 -6.689 -3.745  H18 0.924, H19 0.954
18 H 0.665 -7.221 -3.550  O17 0.924
19 H 1.998 -7.294 -4.169  O17 0.954
20 O -1.315 -1.748 -3.088  H21 1.001, H22 0.990
21 H -0.389 -1.398 -2.937  O20 1.001
22 H -1.441 -2.502 -2.459  O20 0.990
23 O 1.510 -1.124 -2.358  H24 0.956, H25 0.993
24 H 1.660 -0.189 -2.495  O23 0.956
25 H 2.225 -1.543 -2.904  O23 0.993
26 O 1.609 -3.881 -1.030  H27 0.980, H28 0.961
27 H 1.655 -2.903 -0.984  O26 0.980
28 H 0.777 -4.057 -0.584  O26 0.961
29 O 0.018 -3.700 2.407  H30 0.952, H31 1.003
30 H -0.432 -3.449 3.207  O29 0.952
31 H 0.204 -2.813 1.976  O29 1.003
32 O -3.840 -1.249 -3.070  H33 0.977, H34 0.977
33 H -2.887 -1.162 -3.268  O32 0.977
34 H -4.222 -0.351 -3.015  O32 0.977
35 O 1.763 0.514 3.707  H36 0.970, H37 0.975
36 H 1.170 -0.056 3.194  O35 0.970
37 H 1.218 0.847 4.444  O35 0.975
38 O -3.899 -3.971 -2.117  H39 0.970, H40 0.976
39 H -4.653 -3.365 -2.185  O38 0.970
40 H -3.531 -4.103 -3.012  O38 0.976
41 O -0.280 4.067 3.015  H42 0.931, H43 0.964
42 H 0.618 3.966 2.793  O41 0.931
43 H -0.792 3.810 2.239  O41 0.964
44 O 3.019 -0.765 0.342  H45 0.972, H46 0.990
45 H 3.527 -1.360 -0.236  O44 0.972
46 H 3.481 -0.796 1.217  O44 0.990
47 O 5.851 -2.875 -0.973  H48 0.959, H49 0.948
48 H 6.388 -3.434 -0.409  O47 0.959
49 H 5.387 -3.462 -1.555  O47 0.948
50 O -1.069 1.319 -4.530  H51 0.953, H52 0.936
51 H -1.316 0.553 -5.041  O50 0.953
52 H -0.625 1.053 -3.751  O50 0.936
53 O 2.843 3.267 -0.378  H54 0.968, H55 0.955
54 H 2.494 2.512 -0.873  O53 0.968
55 H 3.647 2.931 0.011  O53 0.955
56 O -2.652 2.042 -2.518  H57 0.980, H58 0.943
57 H -2.541 1.771 -3.454  O56 0.980
58 H -1.918 2.625 -2.414  O56 0.943
59 O 2.067 3.173 2.532  H60 0.984, H61 1.004
60 H 2.074 3.147 1.549  O59 0.984
61 H 2.018 2.247 2.918  O59 1.004
62 O 0.732 1.783 -1.766  H63 0.961, H64 1.020
63 H 1.059 2.591 -2.171  O62 0.961
64 H -0.005 2.009 -1.097  O62 1.020
65 O 2.855 -3.976 1.529  H66 0.983, H67 0.988
66 H 2.156 -4.084 2.212  O65 0.983
67 H 2.395 -4.134 0.670  O65 0.988
68 O 3.853 -1.872 2.986  H69 0.998, H70 0.953
69 H 3.837 -2.726 2.469  O68 0.998
70 H 4.729 -1.960 3.351  O68 0.953
71 O -4.367 4.350 -1.285  H72 0.973, H73 0.973
72 H -4.265 3.501 -1.749  O71 0.973
73 H -5.155 4.341 -0.716  O71 0.973
74 O -0.975 2.401 0.250  H75 0.991, H76 0.995
75 H -1.657 3.118 0.198  O74 0.991
76 H -1.568 1.610 0.363  O74 0.995
77 O -1.169 5.569 0.057  H78 0.963, H79 0.983
78 H -1.635 6.281 0.508  O77 0.963
79 H -0.275 5.598 0.466  O77 0.983
80 O 4.952 1.767 2.638  H81 0.934, H82 0.967
81 H 4.837 2.640 2.947  O80 0.934
82 H 4.723 1.198 3.386  O80 0.967
83 O -1.781 -3.519 -0.346  H84 0.976, H85 0.963
84 H -1.508 -3.610 0.587  O83 0.976
85 H -2.701 -3.724 -0.540  O83 0.963
86 O 2.697 -3.673 -3.415  H87 0.978, H88 0.979
87 H 2.277 -3.733 -4.296  O86 0.978
88 H 2.112 -4.114 -2.766  O86 0.979
89 O -3.469 4.026 1.505  H90 1.028, H91 0.984
90 H -3.788 4.142 0.534  O89 1.028
91 H -4.189 3.495 1.914  O89 0.984
92 O 0.002 4.300 -2.976  H93 0.941, H94 0.927
93 H -0.150 4.511 -3.881  O92 0.941
94 H -0.100 5.037 -2.423  O92 0.927

- HOMO (Eh) = -0.364
- M (Da) = 566.5
- lowest unoccupied orbital energy (Ha) = 0.00392
- total charge = 0

The net atomic charges from Löwdin, expressed in e, are:
1 O -0.015
2 H 0.121
3 H 0.054
4 H -0.027
5 O -0.083
6 H 0.062
7 H 0.111
8 H 0.025
9 O -0.102
10 C -0.188
11 C -0.281
12 O -0.106
13 H 0.116
14 H 0.126
15 H 0.089
16 H 0.123
17 O -0.018
18 H 0.002
19 H 0.036
20 O -0.088
21 H 0.044
22 H 0.049
23 O -0.062
24 H 0.021
25 H 0.063
26 O -0.045
27 H 0.048
28 H 0.054
29 O -0.077
30 H 0.037
31 H 0.018
32 O -0.092
33 H -0.023
34 H 0.040
35 O -0.057
36 H 0.018
37 H 0.042
38 O -0.067
39 H 0.044
40 H 0.064
41 O -0.041
42 H -0.045
43 H 0.018
44 O -0.067
45 H 0.047
46 H 0.049
47 O -0.040
48 H 0.036
49 H 0.019
50 O -0.022
51 H 0.055
52 H -0.003
53 O -0.047
54 H 0.015
55 H 0.038
56 O -0.059
57 H 0.026
58 H -0.007
59 O -0.084
60 H 0.036
61 H 0.046
62 O -0.094
63 H 0.011
64 H 0.033
65 O -0.087
66 H 0.042
67 H 0.019
68 O -0.073
69 H 0.024
70 H 0.032
71 O -0.061
72 H 0.032
73 H 0.053
74 O -0.071
75 H 0.040
76 H 0.034
77 O -0.055
78 H 0.049
79 H 0.063
80 O -0.043
81 H 0.003
82 H 0.036
83 O -0.066
84 H 0.023
85 H 0.004
86 O -0.089
87 H 0.056
88 H 0.001
89 O -0.102
90 H 0.031
91 H 0.048
92 O 0.004
93 H 0.044
94 H 0.012



Entry 3:
The molecule C5H6S. Source: OMol25; level of theory: wB97M-V/def2-TZVPD.

Each atom is followed by the atoms it is bonded to, with distances in Å.
Element x y z (Å)
1 C 0.269 1.130 -0.072  C2 1.339, C6 1.518, H7 1.074
2 C 0.761 -0.034 0.370  C1 1.339, C3 1.457, C4 1.427
3 C 1.499 -1.056 -0.362  C2 1.457, C4 1.859, H8 1.023, H9 1.050
4 C -0.203 -1.087 0.385  C2 1.427, C3 1.859, S5 1.797, H10 1.055
5 S -1.812 -0.615 -0.263  C4 1.797, C6 1.826
6 C -1.246 1.098 0.023  C1 1.518, S5 1.826, H11 1.079, H12 1.207
7 H 0.861 2.022 -0.156  C1 1.074
8 H 1.721 -0.964 -1.357  C3 1.023
9 H 2.035 -1.764 0.199  C3 1.050
10 H -0.311 -1.978 0.937  C4 1.055
11 H -1.663 1.419 0.965  C6 1.079
12 H -1.911 1.828 -0.671  C6 1.207

- structure (SMILES) = C1=C2C[C@@H]2SC1
- HOMO (Eh) = -0.280
- M (Da) = 98.2
- lowest unoccupied orbital energy (Ha) = 0.02302
- total charge = 0
- relative energy (zero: lowest compared OMol25 entry of this formula, charge and spin) (kcal per mole) = 76.2

The net atomic charges from Löwdin, expressed in e, are:
1 C -0.118
2 C -0.359
3 C 0.069
4 C -0.415
5 S 0.862
6 C -0.478
7 H 0.097
8 H 0.057
9 H 0.060
10 H 0.059
11 H 0.048
12 H 0.116